[1]
Formula: C55H69BrN5OSbSc
Source: the OMol25 dataset
Level of theory: ωB97M-V/def2-TZVPD

Each line ends with the Löwdin charge.
Atoms and positions in Å:
Sc 0.159 0.163 -0.771  1.11
C 4.449 2.725 1.729  -0.04
C 3.199 1.870 1.979  -0.36
C 3.376 1.143 3.315  -0.06
C 1.944 2.729 1.966  -0.12
C 1.687 3.509 3.091  -0.03
C 0.584 4.335 3.172  -0.04
C -0.267 4.440 2.087  -0.02
C -0.035 3.715 0.927  -0.15
C -0.815 4.053 -0.329  -0.37
C -0.097 5.247 -0.975  -0.04
C -2.282 4.389 -0.064  -0.06
C 1.046 2.828 0.891  -0.15
N 1.162 2.012 -0.285  0.01
C 2.278 2.025 -0.942  -0.08
C 2.572 1.347 -2.170  -0.14
C 3.938 1.348 -2.549  -0.02
C 4.369 0.870 -3.752  -0.06
C 3.413 0.398 -4.663  -0.04
C 2.081 0.408 -4.352  -0.03
C 1.607 0.829 -3.084  -0.25
N 0.265 0.754 -2.780  -0.05
C -0.596 0.849 -3.931  -0.18
C -0.649 2.096 -4.580  -0.13
C -1.405 2.227 -5.737  -0.03
C -2.139 1.175 -6.244  -0.05
C -2.101 -0.038 -5.591  -0.04
C -1.325 -0.229 -4.449  -0.16
C -1.218 -1.650 -3.959  -0.37
C -2.559 -2.377 -3.994  -0.06
C -0.197 -2.374 -4.844  -0.04
C 0.086 3.329 -4.077  -0.35
C 1.289 3.672 -4.962  -0.03
C -0.853 4.539 -4.032  -0.07
H 5.346 2.113 1.813  0.09
H 4.512 3.523 2.468  0.09
H 4.456 3.195 0.746  0.07
H 3.124 1.117 1.189  0.12
H 3.713 1.829 4.091  0.08
H 4.132 0.365 3.222  0.09
H 2.447 0.685 3.640  0.06
H 2.377 3.470 3.920  0.11
H 0.406 4.917 4.064  0.09
H -1.100 5.125 2.130  0.11
H -0.773 3.203 -1.023  0.11
H 0.067 6.022 -0.227  0.09
H -0.692 5.675 -1.778  0.06
H 0.875 4.958 -1.376  0.09
H -2.393 5.381 0.370  0.08
H -2.744 3.670 0.613  0.07
H -2.841 4.385 -1.000  0.08
H 3.085 2.650 -0.562  0.12
H 4.655 1.750 -1.844  0.12
H 5.419 0.871 -4.003  0.11
H 3.727 0.031 -5.631  0.12
H 1.358 0.060 -5.077  0.12
H -1.422 3.173 -6.256  0.11
H -2.727 1.296 -7.143  0.11
H -2.655 -0.868 -6.001  0.11
H -0.850 -1.664 -2.908  0.10
H -2.836 -2.634 -5.015  0.08
H -3.358 -1.774 -3.566  0.09
H -2.498 -3.307 -3.442  0.06
H -0.432 -2.181 -5.891  0.09
H -0.223 -3.446 -4.689  0.07
H 0.819 -2.026 -4.657  0.07
H 0.445 3.135 -3.060  0.10
H 0.965 3.860 -5.985  0.09
H 2.024 2.869 -4.982  0.06
H 1.780 4.572 -4.593  0.09
H -1.221 4.793 -5.023  0.08
H -0.321 5.415 -3.664  0.07
H -1.717 4.354 -3.393  0.08
Br -0.602 4.759 7.266  0.77
C -0.620 2.891 6.975  -0.68
C -1.738 2.158 7.345  -0.11
C -1.734 0.789 7.159  -0.02
C -0.646 0.164 6.556  -0.28
C 0.477 0.907 6.204  -0.01
C 0.494 2.272 6.425  -0.11
N -0.703 -1.256 6.485  0.09
N -0.238 -1.921 5.565  0.09
C 0.176 -1.436 4.292  -0.24
C 1.376 -1.918 3.818  -0.03
C 1.816 -1.677 2.511  -0.02
C 1.025 -0.990 1.617  -0.39
O 1.361 -0.824 0.334  -0.21
C -0.239 -0.508 2.073  -0.18
N -1.035 0.110 1.138  0.03
C -2.232 0.533 1.491  -0.09
C -2.755 0.333 2.774  -0.01
C -1.991 -0.311 3.710  0.04
C -0.678 -0.726 3.399  -0.07
H -2.587 2.649 7.795  0.11
H -2.577 0.187 7.470  0.12
H 1.350 0.412 5.805  0.11
H 1.368 2.855 6.181  0.10
H 1.991 -2.500 4.491  0.13
H 2.776 -2.046 2.176  0.13
H -2.827 1.022 0.727  0.12
H -3.754 0.666 3.003  0.12
H -2.408 -0.516 4.685  0.12
C 1.342 -5.252 1.660  -0.13
C -0.169 -5.072 1.653  -0.55
C -0.702 -4.836 3.061  -0.13
Sb -0.852 -3.563 0.225  1.56
C -2.983 -3.884 0.662  -0.58
C -3.885 -3.063 -0.249  -0.17
C -3.431 -5.338 0.685  -0.14
C -0.363 -4.773 -1.536  -0.56
C 1.031 -4.332 -1.983  -0.17
C -0.436 -6.285 -1.378  -0.13
H 1.618 -6.036 2.368  0.09
H 1.850 -4.336 1.971  0.05
H 1.734 -5.539 0.686  0.05
H -0.633 -5.972 1.248  0.06
H -0.143 -4.049 3.573  0.05
H -0.593 -5.745 3.655  0.09
H -1.756 -4.563 3.077  0.05
H -3.049 -3.463 1.672  0.06
H -3.505 -2.052 -0.420  0.04
H -4.885 -2.973 0.181  0.08
H -3.999 -3.547 -1.215  0.07
H -3.322 -5.794 -0.298  0.07
H -4.489 -5.401 0.953  0.08
H -2.878 -5.937 1.404  0.06
H -1.093 -4.477 -2.288  0.05
H 1.790 -4.651 -1.270  0.06
H 1.114 -3.246 -2.081  0.05
H 1.288 -4.774 -2.948  0.08
H 0.312 -6.659 -0.681  0.06
H -0.241 -6.763 -2.340  0.08
H -1.412 -6.622 -1.038  0.06

Maximum force in eV/Å: 0.92
HOMO-LUMO gap in eV: 7.000
E in eV: -164930.759
LUMO energy in eV: -3.29
Net charge: +1



[2]
Formula: C55H70BFN12O3P2Ti
Source: the OMol25 dataset
Level of theory: ωB97M-V/def2-TZVPD

Each line ends with the Mulliken spin population.
Atoms and positions in Å:
Ti 0.159 0.431 -0.441  0.84
C 3.633 -1.378 -2.662  0.00
C 2.292 -1.149 -2.365  0.06
N 2.153 -0.570 -1.182  -0.01
N 3.412 -0.385 -0.704  0.01
C 4.310 -0.874 -1.574  0.00
B 3.613 0.343 0.633  0.03
N 2.827 1.710 0.547  0.02
C 3.371 2.929 0.633  0.00
C 2.370 3.876 0.515  0.00
C 1.217 3.124 0.349  0.03
N 1.493 1.817 0.355  -0.01
N 3.079 -0.493 1.801  0.01
C 3.779 -1.353 2.576  0.00
C 2.878 -2.110 3.282  0.00
C 1.627 -1.636 2.862  0.00
N 1.753 -0.676 1.956  0.00
N 5.061 0.703 0.947  0.00
C 5.496 1.164 2.147  0.00
C 6.794 1.579 1.998  0.00
C 7.074 1.335 0.640  0.00
N 6.032 0.822 0.015  0.00
H 4.048 -1.841 -3.538  0.00
H 1.426 -1.369 -2.966  0.00
H 5.362 -0.798 -1.364  0.00
H 4.430 3.055 0.772  0.00
H 2.472 4.944 0.553  0.00
H 0.199 3.466 0.247  0.00
H 4.854 -1.379 2.558  0.00
H 3.087 -2.883 3.999  0.00
H 0.655 -1.959 3.192  0.00
H 4.849 1.169 3.007  0.00
H 7.444 1.988 2.750  0.00
H 7.989 1.508 0.098  0.00
C -0.535 2.964 3.759  0.00
C -0.374 1.432 3.888  0.00
C 1.100 1.045 3.959  0.00
P -1.265 0.691 2.444  0.00
C -3.053 1.124 2.877  0.00
C -3.493 1.131 4.343  0.00
C -3.993 0.228 2.067  0.00
C -1.308 -1.108 2.577  -0.02
C -1.645 -1.730 3.785  0.00
C -1.956 -3.072 3.893  0.00
C -2.290 -3.714 5.210  0.00
C -1.976 -3.795 2.697  0.00
C -1.605 -3.225 1.501  0.00
C -1.185 -1.877 1.399  0.03
N -0.677 -1.386 0.205  0.02
C -0.257 -2.391 -0.727  0.02
C 0.679 -3.369 -0.393  0.01
C 1.091 -4.303 -1.323  0.00
C 0.587 -4.302 -2.621  0.00
C 1.058 -5.298 -3.644  0.00
C -0.349 -3.331 -2.952  -0.01
C -0.776 -2.379 -2.027  -0.03
P -1.857 -0.960 -2.370  -0.01
C -2.114 -1.028 -4.211  0.01
C -2.516 0.355 -4.731  0.00
C -3.053 -2.098 -4.769  0.00
C -3.440 -1.457 -1.523  0.00
C -4.561 -0.467 -1.837  0.00
C -3.918 -2.902 -1.649  0.00
H 0.390 3.465 4.045  0.00
H -0.755 3.269 2.731  0.00
H -1.329 3.354 4.394  0.00
H -0.862 1.102 4.808  0.00
H 1.624 1.301 3.035  0.00
H 1.571 1.585 4.782  0.00
H 1.234 -0.025 4.129  0.00
H -3.160 2.153 2.515  0.00
H -3.220 0.218 4.870  0.00
H -3.087 1.974 4.898  0.00
H -4.583 1.202 4.386  0.00
H -4.050 -0.765 2.516  0.00
H -5.000 0.650 2.039  0.00
H -3.651 0.077 1.040  0.00
H -1.639 -1.131 4.688  0.00
H -2.355 -2.969 6.002  0.00
H -3.244 -4.239 5.163  0.00
H -1.534 -4.443 5.503  0.00
H -2.269 -4.839 2.708  0.00
H -1.606 -3.842 0.614  0.00
H 1.100 -3.378 0.602  0.00
H 1.836 -5.038 -1.041  0.00
H 1.625 -6.101 -3.177  0.00
H 0.218 -5.742 -4.178  0.00
H 1.704 -4.825 -4.385  0.00
H -0.733 -3.313 -3.963  0.00
H -1.102 -1.226 -4.581  0.00
H -3.479 0.668 -4.323  0.00
H -1.771 1.110 -4.472  0.00
H -2.609 0.338 -5.818  0.00
H -4.092 -1.866 -4.530  0.00
H -2.975 -2.131 -5.858  0.00
H -2.841 -3.094 -4.386  0.00
H -3.145 -1.306 -0.478  0.00
H -4.919 -0.579 -2.861  0.00
H -5.413 -0.634 -1.175  0.00
H -4.233 0.570 -1.712  0.00
H -4.446 -3.075 -2.586  0.00
H -3.089 -3.609 -1.589  0.00
H -4.608 -3.135 -0.835  0.00
F -5.899 3.098 1.155  0.00
C -5.063 3.537 0.164  0.00
C -3.905 2.854 -0.062  0.01
C -3.005 3.297 -1.031  0.00
C -1.759 2.558 -1.255  0.02
O -1.452 1.580 -0.519  -0.07
C -0.969 3.012 -2.346  0.02
C -1.356 4.111 -3.052  0.01
N -2.454 4.853 -2.782  0.01
C -2.771 5.999 -3.605  0.00
C -1.670 6.941 -3.969  0.00
C -2.720 7.365 -2.986  0.00
C -3.322 4.436 -1.783  0.00
C -4.529 5.108 -1.548  0.00
C -5.413 4.683 -0.568  0.00
N -6.619 5.402 -0.383  0.00
C -6.541 6.819 -0.105  0.00
C -6.622 7.108 1.391  0.00
N -7.901 6.515 1.921  0.00
C -7.961 5.028 1.668  0.00
C -7.815 4.802 0.168  0.00
C 0.255 2.267 -2.826  0.00
O 0.867 2.701 -3.785  0.01
O 0.511 1.177 -2.182  -0.03
H -3.670 1.965 0.502  0.00
H -0.747 4.424 -3.889  0.00
H -3.535 5.805 -4.350  0.00
H -1.684 7.353 -4.966  0.00
H -0.683 6.738 -3.578  0.00
H -3.464 8.089 -3.289  0.00
H -2.418 7.420 -1.949  0.00
H -4.804 5.944 -2.172  0.00
H -7.356 7.340 -0.621  0.00
H -5.607 7.231 -0.480  0.00
H -6.636 8.175 1.610  0.00
H -5.806 6.631 1.934  0.00
H -8.690 6.962 1.444  0.00
H -8.008 6.715 2.917  0.00
H -8.907 4.661 2.060  0.00
H -7.136 4.588 2.222  0.00
H -8.676 5.254 -0.341  0.00
H -7.849 3.736 -0.043  0.00

Maximum force in eV/Å: 2.36
HOMO-LUMO gap (alpha / beta) in eV: 4.615 / 4.621
E in eV: -127281.320
Energy above the lowest of the compared OMol25 structures with the same formula, charge and spin in kJ/mol: 0.0
LUMO energy (alpha / beta) in eV: -3.41 / -3.41
Net charge: +1
Multiplicity: 2



Question: The highest maximum force belongs to which entry?
Answer: C55H70BFN12O3P2Ti